This record from the Open Molecules 2025 dataset describes a 2-piece molecular cluster, C3H10NOS overall in a non-equilibrium geometry. The level of theory is ωB97M-V/def2-TZVPD.

Results
LUMO (alpha / beta)   0.8 / -2.0 eV
HOMO (alpha / beta)   -0.3016 / -0.3014 hartree
2S+1   2

Last column: Mulliken spin population.
Element x y z (Å)
C 1.65 -1.07 -0.72  0.005
S 2.06 -0.85 1.01  0.002
C 0.52 0.09 1.46  0.006
H 1.29 -0.22 -1.28  -0.001
H 0.78 -1.76 -0.83  0.000
H 2.51 -1.63 -1.18  0.000
H 0.68 0.79 2.28  0.002
H 0.16 0.76 0.60  -0.002
H -0.17 -0.78 1.73  0.000
N -2.64 1.86 -1.17  0.036
C -2.13 0.71 -0.46  -0.046
O -1.12 -0.04 -1.10  0.800
H -3.19 2.42 -0.55  0.000
H -3.00 1.80 -2.11  -0.001
H -1.75 0.86 0.71  0.101
H -3.10 0.22 -0.27  0.098

=====

This record from the Open Molecules 2025 dataset describes C11H28MnN3OPS as an isolated structure in a non-equilibrium geometry. The level of theory is ωB97M-V/def2-TZVPD.

Results
LUMO (alpha / beta)   -15.6 / -15.2 eV
Total charge   +4
HOMO (alpha / beta)   -0.8017 / -0.8793 hartree
2S+1   4

Last column: Mulliken spin population.
Element x y z (Å)
Mn -0.20 -0.18 0.42  2.282
C -1.38 -2.37 1.89  -0.010
C -1.38 -1.16 2.79  0.017
N -1.41 0.12 2.00  -0.123
C -2.76 0.64 1.62  0.004
C -3.42 -0.16 0.51  0.015
S -2.18 -0.48 -0.80  -0.114
C -2.16 -2.29 -1.05  0.016
C -0.86 -2.88 -0.51  -0.006
N -0.44 -2.16 0.74  -0.113
H -1.07 -3.25 2.46  -0.002
H -2.36 -2.59 1.50  -0.001
H -2.23 -1.20 3.48  -0.003
H -0.47 -1.13 3.40  -0.005
H -1.01 0.84 2.60  0.002
H -3.41 0.67 2.49  -0.003
H -2.62 1.68 1.30  -0.005
H -3.83 -1.11 0.82  0.001
H -4.22 0.42 0.05  -0.005
H -3.06 -2.68 -0.58  0.000
H -2.26 -2.47 -2.12  -0.002
H -0.99 -3.94 -0.30  -0.001
H -0.05 -2.78 -1.24  0.002
H 0.47 -2.54 1.00  0.006
C 1.15 0.52 -4.28  0.036
P 1.31 1.67 -2.92  0.681
C 3.03 2.11 -2.63  0.045
C 0.29 3.12 -3.15  0.045
H 1.47 1.07 -5.18  0.043
H 0.11 0.21 -4.43  0.005
H 1.80 -0.34 -4.16  -0.001
H 3.48 2.28 -3.62  0.037
H 3.59 1.30 -2.15  0.010
H 3.10 3.02 -2.05  -0.003
H 0.77 3.71 -3.95  0.043
H 0.25 3.75 -2.26  0.005
H -0.72 2.85 -3.48  0.000
C 2.89 -0.41 2.67  0.003
C 2.22 0.77 2.05  0.016
N 2.59 1.97 2.37  0.015
O 1.27 0.62 1.17  0.066
H 3.97 -0.33 2.57  0.001
H 2.56 -1.34 2.21  -0.002
H 2.67 -0.44 3.74  0.001
H 3.33 2.12 3.04  -0.001
H 2.15 2.79 1.99  0.001

=====

This record from the Open Molecules 2025 dataset describes an isolated ion of composition C4H9N and charge -1 in a non-equilibrium geometry. The level of theory is ωB97M-V/def2-TZVPD.

Results
LUMO (alpha / beta)   4.5 / 4.3 eV
Total charge   -1
HOMO (alpha / beta)   0.0513 / -0.1461 hartree
2S+1   2

Last column: Mulliken spin population.
Element x y z (Å)
C 1.42 0.16 -0.69  2.963
C 0.28 -0.15 0.38  -0.842
C -0.97 0.13 -0.02  1.026
N -1.41 0.95 -1.03  -0.061
C 0.48 -1.16 1.45  0.434
H 1.51 -0.79 -1.34  -0.246
H 1.19 1.08 -1.39  -0.515
H 2.26 0.48 -0.33  -0.853
H -1.85 -0.44 0.43  -0.147
H -2.04 1.68 -0.62  -0.308
H -0.69 1.58 -1.41  -0.099
H 0.80 -2.07 0.88  -0.295
H 1.52 -0.72 1.91  -0.003
H -0.13 -1.34 2.28  -0.054

=====

This record from the Open Molecules 2025 dataset describes C25H26Cl4EuN2O3S as an isolated structure in a non-equilibrium geometry. The level of theory is ωB97M-V/def2-TZVPD.

Results
LUMO (alpha / beta)   2.3 / 2.3 eV
Total charge   -1
HOMO (alpha / beta)   -0.1177 / -0.1178 hartree
2S+1   7

Last column: Mulliken spin population.
Element x y z (Å)
Eu 0.82 -0.52 1.25  6.079
Cl 7.13 1.17 -1.66  0.000
C 5.49 0.64 -1.45  0.000
C 4.85 -0.09 -2.46  0.000
Cl 5.71 -0.49 -3.91  0.000
C 3.50 -0.54 -2.29  -0.002
Cl 2.64 -1.29 -3.62  0.000
C 2.79 -0.26 -1.10  0.005
O 1.53 -0.62 -0.86  -0.021
C 3.46 0.48 -0.08  -0.006
O 2.81 0.69 1.05  -0.008
C 4.81 0.94 -0.28  -0.001
Cl 5.52 1.87 1.01  0.000
N 2.59 -0.82 3.35  -0.003
H 3.11 -1.68 3.26  0.001
H 2.51 -0.59 4.33  0.000
H 3.13 -0.09 2.90  0.000
C 1.25 -3.97 -1.08  0.001
C 1.65 -3.35 0.18  -0.002
N 1.94 -2.86 1.18  0.003
H 1.71 -4.96 -1.16  0.000
H 1.56 -3.34 -1.90  0.000
H 0.17 -4.06 -1.10  0.000
O -0.92 -1.98 0.77  -0.006
S -2.37 -1.77 0.25  -0.002
C -2.75 -0.16 0.35  -0.003
C -4.11 0.11 0.63  0.000
C -4.63 1.36 0.48  0.000
C -3.76 2.36 -0.14  0.000
C -2.43 2.18 -0.31  -0.002
C -1.70 0.96 0.24  0.020
C -2.22 -2.18 -1.50  -0.001
C -3.34 -2.81 -2.02  0.000
C -3.42 -3.08 -3.38  0.000
C -2.37 -2.72 -4.22  0.000
C -1.24 -2.10 -3.68  0.000
C -1.15 -1.83 -2.32  0.001
H -4.76 -0.72 0.92  0.000
H -5.68 1.56 0.66  0.000
H -4.20 3.28 -0.52  0.000
H -1.86 2.92 -0.87  0.000
H -0.93 0.71 -0.52  -0.008
H -4.17 -3.07 -1.36  0.000
H -4.30 -3.56 -3.79  0.000
H -2.42 -2.92 -5.28  0.000
H -0.41 -1.81 -4.33  0.000
H -0.26 -1.37 -1.92  0.001
C -1.53 3.41 2.75  -0.002
C -0.45 2.45 2.21  -0.004
C 0.44 2.12 3.41  0.005
C 0.42 3.21 1.19  0.000
C -0.99 1.09 1.67  -0.044
H -1.07 4.36 3.09  0.000
H -2.05 2.95 3.61  0.000
H -2.28 3.64 2.00  0.001
H 0.80 3.03 3.91  -0.001
H 1.33 1.56 3.11  -0.004
H -0.12 1.52 4.14  0.001
H 0.99 4.02 1.69  0.000
H -0.19 3.67 0.41  0.000
H 1.16 2.58 0.71  0.000
H -1.76 0.78 2.37  0.003

=====

| no. | calculated total energy (a.u.) |
| --- | --- |
| 1 | -648.3371 |
| 2 | -2564.3724 |
| 3 | -212.4318 |
| 4 | -4252.8122 |